Record 1
A 17-piece molecular cluster, C57H162N14O17 overall at a distorted geometry. Source: the OMol25 dataset; level of theory: ωB97M-V with the def2-TZVPD basis set.

Structure (XYZ):
```
250
C57H162N14O17 | the OMol25 dataset | ωB97M-V with the def2-TZVPD basis set
C -4.24042 -5.58291 3.87636
C -3.57471 -4.37829 4.38230
C -4.00648 -3.03249 3.61435
O -3.35380 -1.91597 4.16000
C -3.62748 -0.73809 3.37707
N -3.85743 -4.25578 5.83512
H -5.27087 -5.51058 4.22426
H -3.87880 -6.54293 4.24474
H -4.13455 -5.52441 2.79309
H -2.50904 -4.52129 4.20342
H -5.08101 -2.86742 3.69337
H -3.70603 -3.14117 2.57223
H -2.90922 0.03871 3.63933
H -4.62830 -0.42431 3.67373
H -3.63493 -0.86446 2.29445
H -4.84579 -4.05135 5.87319
H -3.37676 -3.41299 6.11578
C 4.23990 2.45843 -3.53062
C 3.09540 1.46296 -3.77525
C 1.92386 2.13803 -4.53871
O 1.26623 3.11713 -3.70250
C -0.10588 3.15580 -4.01061
N 3.61799 0.46328 -4.66805
H 5.09304 1.97134 -3.05838
H 3.89101 3.24080 -2.85663
H 4.52357 2.85358 -4.50606
H 2.84706 1.04808 -2.79837
H 1.31191 1.43674 -5.10600
H 2.36909 2.66052 -5.38539
H -0.37476 3.44255 -5.02726
H -0.63253 3.86407 -3.37100
H -0.52221 2.16146 -3.84921
H 3.91219 0.89842 -5.53073
H 2.94812 -0.22667 -4.97684
C -3.76540 1.09036 -3.06484
C -4.81243 1.94872 -3.73391
C -4.73081 2.04731 -5.31442
O -3.61115 2.85231 -5.82487
C -3.68468 3.07955 -7.26567
N -6.17965 1.46312 -3.44238
H -3.73572 1.18871 -1.97970
H -2.78240 1.40490 -3.41536
H -3.91858 0.04228 -3.32209
H -4.68778 2.89032 -3.19916
H -5.62204 2.59008 -5.62939
H -4.72688 1.08474 -5.82584
H -4.59613 3.55674 -7.62574
H -3.60842 2.10757 -7.75304
H -2.82955 3.70680 -7.51750
H -6.23792 1.43642 -2.43442
H -6.93159 2.02098 -3.82116
C -6.34870 -7.78729 0.46793
C -5.58932 -7.60468 -0.90882
C -4.06047 -7.36796 -0.79940
O -3.71053 -6.27615 0.05024
C -2.37128 -6.11894 0.26642
N -5.91113 -8.79368 -1.66357
H -6.20921 -6.90426 1.09154
H -5.92086 -8.57595 1.08686
H -7.41174 -7.98202 0.32603
H -6.01752 -6.72967 -1.39780
H -3.72594 -7.19678 -1.82257
H -3.53724 -8.22800 -0.38147
H -1.82200 -5.76999 -0.60801
H -1.92127 -7.04491 0.62442
H -2.29431 -5.41853 1.09804
H -6.88483 -8.93007 -1.89467
H -5.41322 -8.67508 -2.53426
C 0.39445 -1.90114 3.05637
C 0.09774 -2.46959 4.45954
C 1.27712 -2.67700 5.43071
O 2.32217 -3.35462 4.77659
C 3.53907 -3.54655 5.50480
N -0.85714 -1.62976 5.18039
H 0.93555 -2.63106 2.45426
H 1.02354 -1.02438 3.21011
H -0.49948 -1.59149 2.51498
H -0.43904 -3.41690 4.40890
H 0.92355 -3.18174 6.32978
H 1.60532 -1.69261 5.76441
H 4.02048 -2.59184 5.71664
H 4.20560 -4.12035 4.86090
H 3.46289 -4.13539 6.41889
H -1.72387 -1.71813 4.66944
H -1.03716 -2.01858 6.09500
C -1.32660 0.04532 -7.22715
C -0.55282 -1.16761 -6.71886
C -0.54767 -1.14548 -5.14697
O 0.60583 -1.78278 -4.64696
C 0.62763 -1.84022 -3.21091
N -1.14828 -2.35625 -7.28869
H -0.86252 0.98093 -6.91511
H -2.30895 0.09054 -6.75700
H -1.48149 0.04414 -8.30609
H 0.48295 -1.04899 -7.03703
H -1.44734 -1.67390 -4.83157
H -0.68736 -0.15205 -4.72074
H 1.51489 -2.33915 -2.82111
H -0.28996 -2.25690 -2.79558
H 0.75887 -0.80855 -2.88452
H -0.65903 -3.07953 -6.78115
H -0.71422 -2.49224 -8.19047
C -7.70279 -0.33230 -0.41532
C -6.28431 -0.10172 0.20761
C -6.17829 1.35890 0.72482
O -6.24354 2.21276 -0.45645
C -7.27664 3.17811 -0.39885
N -6.03795 -1.10386 1.24547
H -8.02846 -1.35809 -0.58787
H -7.95425 0.25478 -1.29862
H -8.40746 0.07085 0.31202
H -5.51101 -0.30420 -0.53341
H -5.25144 1.57735 1.25522
H -6.96278 1.44585 1.47657
H -8.23178 2.74102 -0.68998
H -6.86604 3.91052 -1.09389
H -7.31180 3.75455 0.52558
H -6.70045 -1.00637 2.00157
H -6.36484 -1.96138 0.82368
C 3.09845 -6.75936 2.26221
C 2.17235 -5.56397 1.92190
C 1.35662 -5.91192 0.65497
O 0.52366 -4.77568 0.36275
C 1.16266 -3.66851 -0.17384
N 1.36977 -5.41335 3.12732
H 3.75160 -7.10353 1.46031
H 2.57194 -7.60044 2.71327
H 3.95303 -6.49517 2.88510
H 2.74840 -4.64061 1.86119
H 0.77901 -6.83393 0.72109
H 1.89970 -6.22999 -0.23497
H 0.45617 -2.86114 -0.36651
H 1.47969 -3.83605 -1.20318
H 1.95723 -3.28938 0.46881
H 0.55231 -4.91116 2.81161
H 1.84151 -4.68846 3.64896
C 5.22921 2.46031 0.63500
C 5.87067 3.58375 1.39750
C 6.47916 4.72300 0.57628
O 6.88869 5.83196 1.40321
C 7.08108 7.00051 0.64460
N 4.87751 4.17735 2.19975
H 4.18443 2.60019 0.35755
H 5.20669 1.52202 1.18927
H 5.65139 2.27285 -0.35228
H 6.67680 3.21177 2.02987
H 5.82707 5.06290 -0.22829
H 7.37216 4.33489 0.08635
H 6.11665 7.18772 0.17245
H 7.96505 6.92658 0.01118
H 7.30041 7.78181 1.37232
H 4.46272 4.93570 1.67731
H 5.30040 4.71043 2.94614
C 7.82862 0.84743 3.08390
C 6.58216 0.97735 3.98025
C 5.58475 -0.20512 4.06169
O 5.00461 -0.38662 2.77206
C 4.25422 -1.62947 2.71771
N 7.09600 1.28500 5.27131
H 8.52932 1.66430 3.25666
H 7.47701 0.87356 2.05250
H 8.44620 -0.02697 3.28911
H 5.98865 1.84333 3.68713
H 4.87606 0.17436 4.79779
H 6.13671 -0.99962 4.56390
H 3.43275 -1.50865 3.42389
H 4.82233 -2.52738 2.96083
H 3.86693 -1.85067 1.72314
H 7.53174 2.19483 5.22185
H 6.32842 1.45899 5.90427
C 2.71364 6.28659 -1.87037
C 2.21634 5.46096 -0.69149
C 1.77504 6.23812 0.56084
O 2.92290 6.88677 1.14313
C 2.62163 7.47936 2.43003
N 1.15998 4.56540 -1.18296
H 1.94521 6.85413 -2.39525
H 3.16727 5.62370 -2.60718
H 3.55401 6.91152 -1.56813
H 2.99442 4.84544 -0.24002
H 1.37503 5.55588 1.31093
H 0.96863 6.96365 0.45399
H 1.85162 8.25085 2.42881
H 3.54916 7.93825 2.77238
H 2.24882 6.72446 3.12230
H 1.43503 4.08210 -2.02609
H 0.29487 5.03513 -1.40890
C 1.37478 0.55950 0.63377
C 0.10051 1.19870 -0.03974
C -1.23332 0.33234 0.25412
O -1.21962 -0.87507 -0.48556
C -2.11183 -1.86597 -0.02976
N -0.08548 2.55528 0.49285
H 1.44063 1.06841 1.59542
H 2.24249 0.77479 0.01021
H 1.36709 -0.52250 0.76537
H 0.12651 1.26337 -1.12751
H -2.13275 0.88253 -0.02230
H -1.30341 0.20524 1.33441
H -2.08149 -2.78890 -0.60888
H -3.11319 -1.57191 -0.34428
H -2.16541 -1.98121 1.05280
H -0.89473 2.94051 0.02721
H 0.63071 3.11088 0.04735
C 5.02652 -0.87023 -1.34569
C 5.67557 -1.62019 -2.52787
C 4.76105 -2.54724 -3.32464
O 4.56459 -3.65290 -2.50589
C 4.20791 -4.78714 -3.13724
N 6.16367 -0.55541 -3.37336
H 4.38623 -1.54630 -0.77907
H 4.37194 -0.11241 -1.77619
H 5.72323 -0.46383 -0.61253
H 6.52248 -2.19130 -2.14750
H 5.29609 -2.82009 -4.23425
H 3.79996 -2.13274 -3.62895
H 4.12272 -5.55603 -2.36935
H 4.80631 -5.17891 -3.95975
H 3.22811 -4.70874 -3.60835
H 6.44708 -0.98435 -4.24273
H 5.33699 -0.06912 -3.68994
C -1.88631 8.09469 1.27115
C -2.05510 6.94293 2.31314
C -2.11725 5.55202 1.76402
O -3.17239 5.38698 0.85957
C -4.45339 5.33784 1.43190
N -0.95336 7.08277 3.22000
H -1.28924 8.94210 1.60806
H -2.87554 8.51238 1.08393
H -1.48451 7.70030 0.33781
H -2.93711 7.21672 2.89212
H -2.05151 4.83487 2.58223
H -1.12463 5.40187 1.33945
H -4.36706 4.75967 2.35188
H -5.01308 4.83613 0.64251
H -4.83889 6.32906 1.67057
H -0.79970 6.21651 3.71606
H -0.17720 7.15311 2.57756
O 3.21501 2.09703 3.23213
H 3.77061 2.84162 3.00164
H 3.70482 1.33067 2.93376
O 0.47638 2.68847 3.30628
H 0.25154 2.66669 2.37611
H 1.42699 2.57807 3.32604
C -5.40095 -3.69213 -1.18125
O -5.82742 -4.52077 -0.12189
H -5.81048 -2.70279 -0.97732
H -4.31518 -3.61352 -1.23618
H -5.87334 -4.04203 -2.09914
H -5.20738 -5.22965 0.06420
```

Computed properties:
Charge: 0
HOMO energy, eV: -8.4520
Strongest force on any atom, eV/A: 2.91
Orbital gap, eV: 8.957

Atomic partial charges in e from the Mulliken method, atoms 1 to 99: C -1.385; C 0.830; C 0.144; O -0.603; C -0.468; N -0.758; H 0.407; H 0.384; H 0.101; H -0.265; H 0.201; H -0.149; H 0.495; H 0.259; H -0.040; H 0.344; H 0.346; C -1.151; C 2.142; C -1.102; O -0.458; C -0.851; N -0.445; H 0.431; H -0.280; H 0.512; H -0.973; H 0.166; H 0.341; H 0.407; H 0.310; H -0.031; H 0.300; H 0.079; C -0.702; C 1.009; C -0.826; O -0.220; C -0.839; N -0.812; H -0.046; H -0.127; H 0.360; H 0.188; H 0.399; H 0.369; H 0.309; H 0.335; H 0.251; H -0.094; H 0.315; C -1.232; C 0.528; C -0.946; O 0.255; C -1.188; N -0.700; H 0.147; H 0.367; H 0.380; H 0.135; H 0.448; H 0.377; H 0.429; H 0.444; H 0.063; H 0.284; H 0.246; C 0.727; C 1.489; C -1.420; O -0.119; C -0.864; N -0.668; H 0.057; H -0.134; H -0.698; H -0.477; H 0.608; H 0.437; H 0.251; H 0.241; H 0.311; H 0.147; H 0.398; C -1.350; C 0.593; C -0.394; O -0.416; C 0.156; N -0.805; H 0.288; H 0.127; H 0.445; H 0.276; H 0.657; H -0.258; H -0.511; H 0.554

Record 2
An isolated molecule of C4H7N3O at a distorted geometry. Source: the OMol25 dataset; level of theory: ωB97M-V with the def2-TZVPD basis set.

Structure (XYZ):
```
15
C4H7N3O | the OMol25 dataset | ωB97M-V with the def2-TZVPD basis set
C -2.70424 -1.94002 -0.65698
N -2.19885 -0.73804 -0.25934
O -0.95153 -0.98808 -0.53095
C -0.12915 -0.03092 0.00276
N -0.25938 1.00064 0.69206
C 0.90882 1.44912 1.10022
C 1.80546 0.97872 0.01156
N 1.19143 -0.38260 -0.36132
H -3.67479 -2.43414 -0.16788
H -2.07432 -2.64100 -1.21711
H 1.01600 2.59398 1.39487
H 1.11209 0.69512 2.08410
H 1.82007 1.84098 -0.83955
H 2.87912 0.88833 0.31630
H 1.25926 -0.29210 -1.56872
```

Computed properties:
Energy relative to the best compared isomer or geometry (same formula, charge and spin), kcal/mol: 149.6
Charge: 0
HOMO energy, eV: -8.9860
SMILES: C=NOC1=NCCN1
Strongest force on any atom, eV/A: 8.29
Orbital gap, eV: 9.514

The net atomic charges from Mulliken, expressed in e, are: C -0.226; N -0.433; O -0.023; C 0.467; N -0.398; C -0.256; C -0.482; N -0.485; H 0.224; H 0.290; H 0.267; H 0.208; H 0.231; H 0.296; H 0.318

HOMO energy of number 2 (C4H7N3O)?
-8.9860 eV

Number 2 is which compound?
C4H7N3O

Look up the HOMO energy of the first one.
-8.4520 eV

Please write out number 2 again, unchanged.
An isolated molecule of C4H7N3O at a distorted geometry. Source: the OMol25 dataset; level of theory: ωB97M-V with the def2-TZVPD basis set.

Structure (XYZ):
```
15
C4H7N3O | the OMol25 dataset | ωB97M-V with the def2-TZVPD basis set
C -2.70424 -1.94002 -0.65698
N -2.19885 -0.73804 -0.25934
O -0.95153 -0.98808 -0.53095
C -0.12915 -0.03092 0.00276
N -0.25938 1.00064 0.69206
C 0.90882 1.44912 1.10022
C 1.80546 0.97872 0.01156
N 1.19143 -0.38260 -0.36132
H -3.67479 -2.43414 -0.16788
H -2.07432 -2.64100 -1.21711
H 1.01600 2.59398 1.39487
H 1.11209 0.69512 2.08410
H 1.82007 1.84098 -0.83955
H 2.87912 0.88833 0.31630
H 1.25926 -0.29210 -1.56872
```

Computed properties:
Energy relative to the best compared isomer or geometry (same formula, charge and spin), kcal/mol: 149.6
Charge: 0
HOMO energy, eV: -8.9860
SMILES: C=NOC1=NCCN1
Strongest force on any atom, eV/A: 8.29
Orbital gap, eV: 9.514

The net atomic charges from Mulliken, expressed in e, are: C -0.226; N -0.433; O -0.023; C 0.467; N -0.398; C -0.256; C -0.482; N -0.485; H 0.224; H 0.290; H 0.267; H 0.208; H 0.231; H 0.296; H 0.318